Formula: C14H23F3MnNP
Source: the OMol25 dataset
Level of theory: the ωB97M-V functional and the def2-TZVPD basis

```
43
C14H23F3MnNP | the OMol25 dataset | the ωB97M-V functional and the def2-TZVPD basis
C -3.695 -0.871 -0.185
C -2.792 -1.838 0.252
C -1.463 -1.496 0.543
C -1.003 -0.186 0.353
C -1.917 0.794 -0.070
C -3.260 0.461 -0.319
C -0.571 -2.644 0.955
C 0.917 -2.375 0.873
N 1.403 -1.579 -0.346
Mn 0.982 0.196 0.728
C -1.448 2.228 -0.189
P 0.420 2.141 -0.287
H -3.069 -2.892 0.362
H -3.939 1.264 -0.605
H -4.716 -1.150 -0.443
H -1.708 2.850 0.692
H -1.846 2.750 -1.078
H -0.744 -2.881 2.018
H -0.815 -3.569 0.412
H 1.143 -1.772 1.775
C 0.862 3.849 0.077
C 0.675 1.939 -2.092
H 1.504 -3.314 0.881
C 0.564 -1.723 -1.592
C 2.748 -2.118 -0.754
H 2.614 0.689 1.375
H 0.983 -2.499 -2.260
H -0.457 -1.985 -1.332
H 0.529 -0.771 -2.132
H 2.638 -2.711 -1.675
H 3.508 -1.371 -0.994
H 3.188 -2.793 -0.013
H 0.490 2.876 -2.636
H 1.722 1.648 -2.240
H 0.026 1.156 -2.510
H 0.295 4.555 -0.542
H 0.671 4.066 1.133
H 1.931 3.978 -0.119
H 2.814 0.626 0.543
F -1.017 0.752 2.789
C 0.315 0.991 2.484
F 0.474 2.363 2.686
F 1.044 0.366 3.484
```

Results
LUMO level (spin up / spin down): 0.46 / 0.13 eV
HOMO level (spin up / spin down): -5.787 / -8.141 eV
multiplicity: 6

Atom charges from the Löwdin analysis, given in e for atoms 1 to 4: number 1, C, carries -0.083; number 2, C, carries -0.063; number 3, C, carries -0.286; number 4, C, carries -0.195